(1)
66
Properties=species:S:1:pos:R:3 method="wB97M-V/def2-TZVPD" s2=0.770 total_charge=-1 lumo_energy_ev="2.1 / 1.5" spin_multiplicity=2 relative_energy_kcal_mol=36.5 e_homo_ev="-4.15 / -4.81" gap_ev="6.221 / 6.266"
Cu -0.3104 -0.6970 0.3345
Br 0.7049 4.4077 -5.9964
C 1.8865 4.3379 -4.5126
C 2.5264 3.1481 -4.2028
C 3.3879 3.1010 -3.1193
C 3.6230 4.2408 -2.3495
C 2.9916 5.4271 -2.6970
C 2.1086 5.4794 -3.7654
N 4.6362 4.3014 -1.3399
N 4.8115 3.3899 -0.5039
C 3.8872 2.3535 -0.2575
C 4.4651 1.1153 -0.0292
C 3.7335 -0.0596 0.0702
C 2.3311 -0.0459 0.0048
O 1.6203 -1.1015 0.0378
C 1.7007 1.2796 -0.0523
N 0.3478 1.2952 0.0636
C -0.2997 2.4367 0.0416
C 0.3800 3.6651 -0.0243
C 1.7431 3.6742 -0.1110
C 2.4610 2.4583 -0.1819
H 2.3467 2.2624 -4.7961
H 3.8829 2.1726 -2.8667
H 3.1951 6.3169 -2.1128
H 1.6070 6.4025 -4.0204
H 5.5495 1.0833 -0.0014
H 4.2251 -1.0177 0.1809
H -1.3810 2.3811 0.1048
H -0.1793 4.5905 0.0155
H 2.2772 4.6144 -0.1026
F 1.0105 -3.8933 0.7571
B 0.3252 -3.6214 -0.3467
F 0.9612 -3.5482 -1.5082
F -3.0414 0.7612 1.1803
B -3.3010 0.1178 -0.0447
F -2.2529 -0.8905 -0.2211
F -3.1891 1.0261 -1.0988
F -4.5163 -0.5447 -0.0413
C 0.6850 -1.2734 4.5663
C -0.6933 -0.6149 4.6826
C -1.3749 -0.9801 3.3594
O -0.3226 -1.4264 2.4737
C 0.9499 -1.1613 3.0777
H 0.6423 -2.3232 4.8643
H 1.4498 -0.7718 5.1600
H -0.5852 0.4672 4.7717
H -1.2638 -0.9687 5.5410
H -1.9031 -0.1472 2.9001
H -2.0756 -1.8091 3.4701
H 1.2830 -0.1497 2.8170
H 1.6621 -1.8759 2.6728
N -5.9503 -4.3943 -1.4470
C -5.2770 -4.4494 -0.2548
S -6.0768 -5.0163 1.1030
C -3.8958 -4.0562 -0.2648
C -3.2024 -3.6656 -1.4551
C -1.8716 -3.4623 -1.4580
N -1.1117 -3.6140 -0.3068
C -1.7899 -3.8235 0.8964
C -3.1159 -4.0473 0.9294
H -6.9480 -4.4931 -1.3642
H -5.6303 -3.7646 -2.1618
H -3.7242 -3.4870 -2.3839
H -1.3298 -3.1399 -2.3342
H -1.1731 -3.7750 1.7806
H -3.6122 -4.1971 1.8773

=====

(2)
9
Properties=species:S:1:pos:R:3 method="wB97M-V/def2-TZVPD" total_charge=0 smiles="C=C=O.C#CF" lumo_energy_ev=0.8 spin_multiplicity=1 relative_energy_kcal_mol=88.9 e_homo_ev=-8.98 gap_ev=9.758
C 0.8098 1.0778 0.0984
C 1.3649 0.1721 0.8355
O 1.9052 -0.6083 1.4385
H 0.7681 1.0110 -1.0075
H 0.3056 1.9366 0.6437
C -1.3902 -1.2647 -1.0391
C -1.1116 -0.4577 -0.1816
F -1.1744 0.1982 0.9547
H -1.4774 -2.0649 -1.7426

=====

(3)
20
Properties=species:S:1:pos:R:3 method="wB97M-V/def2-TZVPD" total_charge=0 smiles="C=CC(=C)C=C.O.O" lumo_energy_ev=0.7 spin_multiplicity=1 relative_energy_kcal_mol=95.5 e_homo_ev=-9.22 gap_ev=9.905
C 1.1485 0.4554 -1.5317
C 0.0696 -0.2831 -1.3674
C -0.8099 -0.0882 -0.2268
C -0.9062 -0.8756 0.8401
C -1.7430 0.9704 -0.4152
C -1.3786 2.2791 -0.5074
H 1.9780 0.2155 -2.2552
H 1.4980 1.3127 -1.1152
H -0.1812 -1.1473 -2.0297
H -1.4846 -0.6356 1.6890
H -0.1910 -1.7438 0.9896
H -2.7987 0.6821 -0.5591
H -2.1953 3.0113 -0.8178
H -0.3733 2.5378 -0.5081
O 1.8861 1.4713 2.2412
H 2.0715 0.4939 2.3328
H 1.5632 1.7222 3.1471
O 0.9187 -3.3911 0.2680
H 0.9015 -3.9653 -0.4770
H 0.0267 -3.0216 0.3028

=====

(4)
36
Properties=species:S:1:pos:R:3 method="wB97M-V/def2-TZVPD" s2=0.791 total_charge=-2 lumo_energy_ev="4.9 / 4.9" spin_multiplicity=2 relative_energy_kcal_mol=21.3 e_homo_ev="1.06 / -0.24" gap_ev="3.893 / 5.186"
Pt -0.9985 0.3786 -0.1424
O 0.3736 1.5944 -1.5494
N -0.2179 2.3366 -2.4571
C 0.4486 3.4406 -2.8869
C -0.0417 4.2660 -3.8639
C -1.2880 3.9526 -4.4202
C -1.9704 2.8449 -3.9595
C -1.4641 2.0029 -2.9516
S -2.3076 0.6733 -2.3425
H 1.3904 3.5796 -2.3787
H 0.5329 5.1272 -4.1734
H -1.7202 4.5753 -5.1932
H -2.9423 2.5816 -4.3496
C -1.4335 3.3160 0.3226
O -1.6067 2.0924 0.8969
H -1.8543 3.3949 -0.7031
H -0.3708 3.6304 0.2423
H -1.9464 4.0988 0.9169
F -2.1876 -0.8033 1.2857
C -0.6938 -2.6287 3.8989
C 0.2739 -2.8500 2.7918
C 1.4752 -3.5114 2.8716
C 2.2734 -3.6162 1.7341
N 1.9232 -2.9922 0.5586
C 0.7681 -2.3872 0.5099
S 0.2314 -1.5628 -0.9277
N -0.1108 -2.3845 1.5509
C 3.5939 -4.3121 1.7241
H -0.2597 -2.9287 4.8527
H -1.6159 -3.1985 3.7415
H -0.9892 -1.5798 3.9481
H 1.7962 -3.9336 3.8181
H -0.9061 -1.7108 1.4943
H 3.8673 -4.6538 2.7253
H 4.3821 -3.6493 1.3554
H 3.5953 -5.1833 1.0595